Density functional theory data (wB97M-V/def2-TZVPD) for a structure of composition C54H43CrN16O2S3.

```
! RIJCOSX wB97M-V def2-TZVPD def2/J DEFGRID3
* xyz 0 2
Cr 1.230 0.101 1.844
S 0.526 2.846 -2.063
S 1.592 0.306 -1.410
S 0.289 2.968 0.770
O -5.936 -10.342 2.499
O -0.671 0.132 2.224
N 1.119 1.588 5.565
N 5.370 -0.006 2.054
N 3.954 0.838 3.768
N 2.459 1.625 5.442
N 0.584 0.985 4.566
N -2.629 -5.891 2.357
N 0.862 -1.883 1.941
N 1.021 -0.149 -0.146
N 5.121 -0.618 0.891
N -3.156 -4.765 2.483
N 1.207 2.056 1.445
N 3.193 -0.145 1.724
N 0.536 1.312 -2.254
N 0.806 3.547 -0.711
N 3.856 -0.714 0.688
N 1.567 0.593 3.718
C -2.975 -8.211 2.064
C 3.704 1.983 -0.665
C -4.842 -6.913 2.834
C -0.110 -4.485 1.659
C 3.168 1.176 -1.657
C -5.083 -9.283 2.460
C -3.172 2.827 -3.675
C 1.692 -1.039 -2.593
C -2.365 3.668 0.539
C 2.738 -3.104 -3.180
C -0.003 4.327 3.049
C -1.350 4.703 -2.721
C -2.569 5.116 -3.226
C -3.257 1.088 0.031
C 1.840 -3.248 -4.230
C 2.670 -1.996 -2.352
C -1.903 1.316 0.226
C 4.172 0.259 2.556
C 0.317 6.865 1.942
C 2.702 1.015 4.300
C -0.070 5.449 3.857
C -1.055 3.347 -2.705
C -1.253 -0.999 2.371
C -3.126 -2.458 2.729
C -5.614 -8.052 2.849
C 0.779 -1.178 -3.624
C 1.670 -2.872 1.604
C -3.749 -9.359 2.075
C -2.399 -3.617 2.434
C 0.075 6.715 3.301
C -3.503 -6.972 2.423
C -3.714 3.429 0.327
C 3.451 5.145 -3.630
C -0.997 -3.471 2.085
C -3.478 4.180 -3.704
C -4.161 2.139 0.081
C 2.549 4.597 -2.733
C -1.470 2.607 0.490
C 3.473 4.712 -4.948
C 1.683 3.612 -3.177
C 4.933 2.584 -0.877
C 0.390 5.749 1.123
C 1.690 3.168 -4.493
C 5.034 1.638 -3.084
C -5.426 -11.602 2.117
C -2.601 -1.183 2.684
C 0.862 -2.290 -4.451
C 2.591 3.728 -5.380
C 1.210 -4.172 1.424
C 0.211 4.498 1.688
C 3.812 1.017 -2.876
C 5.605 2.402 -2.078
C -0.450 -2.171 2.151
C -1.952 2.401 -3.177
H 3.493 -3.858 -3.002
H -3.211 -0.314 2.892
H -0.629 5.414 -2.335
H -6.241 -12.310 2.241
H -0.094 3.325 3.458
H -2.815 6.169 -3.244
H -4.429 4.508 -4.102
H -5.250 -5.965 3.157
H -1.938 -8.262 1.758
H 6.581 2.847 -2.224
H 0.011 -0.429 -3.764
H 2.515 4.895 -1.694
H -2.016 4.671 0.745
H 1.003 2.389 -4.801
H -3.602 0.078 -0.147
H 3.176 2.111 0.268
H 2.612 3.392 -6.408
H 0.596 5.835 0.064
H -1.679 1.357 -3.126
H -4.163 -2.600 3.008
H -3.301 -10.300 1.788
H -6.649 -8.020 3.165
H 0.009 7.591 3.933
H 1.907 -4.930 1.095
H 4.749 1.105 4.321
H -3.886 2.098 -4.035
H 3.373 0.405 -3.653
H -4.589 -11.907 2.751
H -4.417 4.251 0.372
H -5.102 -11.598 1.072
H 5.547 1.505 -4.027
H 1.902 -4.113 -4.877
H 0.447 7.854 1.521
H -1.192 0.507 0.178
H -0.229 5.332 4.920
H -0.475 -5.485 1.529
H 0.163 -2.405 -5.269
H 4.144 5.906 -3.297
H 2.711 -2.623 1.451
H -5.217 1.952 -0.069
H 4.182 5.139 -5.645
H 5.377 3.172 -0.084
H 3.348 -1.855 -1.518
*
```

Calculated values
expectation value of S² = 0.76
ΔE to the lowest compared entry with this formula, charge and spin = 0.0 kcal per mole
HOMO level (alpha / beta) = -6.6 / -6.6 eV
HOMO-LUMO gap (alpha / beta) = 6.028 / 5.990 eV

Density functional theory data (wB97M-V/def2-TZVPD) for a structure of composition C54H45InN9O26S2.

```
! RIJCOSX wB97M-V def2-TZVPD def2/J DEFGRID3
* xyz -1 1
In -6.195 -31.002 -9.588
S -4.204 -28.892 -11.089
S -8.292 -31.638 -7.151
O -5.972 -35.989 -9.257
O -4.637 -29.733 -6.988
O -4.880 -28.182 -10.039
O -3.291 -28.085 -11.929
O -9.149 -31.847 -6.052
O -5.321 -29.550 -11.814
O -9.721 -28.573 -12.474
O -3.530 -29.985 -10.382
O -11.584 -25.649 -6.585
O -2.831 -29.057 -5.981
O -8.828 -32.004 -8.441
O -8.191 -32.104 -11.838
O -1.798 -31.592 -3.758
O -7.854 -30.272 -7.389
O -5.278 -34.778 -12.242
O -6.765 -34.030 -9.638
O -8.135 -33.660 -13.329
O -3.748 -32.731 -9.047
O -6.674 -23.734 -16.979
O -6.206 -25.719 -17.913
O -8.762 -29.390 -10.722
O -3.958 -31.253 -3.827
O -5.068 -32.753 -11.607
O -2.743 -34.131 -10.305
O -11.736 -25.232 -8.735
O -7.056 -32.339 -7.059
N -11.067 -25.548 -7.717
N -2.710 -33.300 -9.443
N -9.734 -28.937 -11.292
N -4.025 -29.188 -6.042
N -2.951 -31.917 -4.067
N -6.894 -35.252 -9.592
N -8.705 -32.760 -12.770
N -6.473 -24.968 -16.978
N -4.864 -33.642 -12.429
C -0.252 -33.654 -9.053
C -13.122 -27.795 -10.219
C -6.553 -25.520 -15.623
C -4.432 -33.389 -5.474
C -1.272 -31.758 -8.050
C -6.761 -26.595 -13.076
C -2.452 -31.793 -14.703
C -3.488 -35.143 -6.762
C -8.206 -35.912 -9.915
C -9.322 -35.117 -10.188
C -4.811 -28.531 -4.993
C -8.846 -26.341 -6.902
C -2.243 -34.959 -6.187
C 1.024 -33.191 -8.605
C -9.083 -25.842 -9.217
C -10.572 -35.651 -10.378
C -12.004 -28.028 -11.024
C -6.912 -28.276 -3.859
C -6.139 -28.962 -4.814
C -1.392 -32.925 -8.858
C -10.903 -28.620 -10.454
C -2.053 -33.962 -5.265
C -4.991 -26.771 -3.214
C -11.989 -28.683 -8.300
C -7.488 -26.638 -7.004
C -2.477 -32.605 -15.823
C -12.033 -33.041 -14.529
C -5.829 -27.059 -13.965
C -10.745 -37.082 -10.526
C -3.241 -33.795 -15.827
C -12.903 -32.454 -13.667
C -7.428 -24.985 -14.663
C -6.951 -26.597 -8.268
C -4.029 -33.278 -13.586
C -7.555 -25.483 -13.415
C -3.262 -32.057 -13.648
C -3.178 -33.145 -4.914
C -12.369 -31.852 -12.527
C -7.739 -26.274 -9.360
C -4.254 -27.461 -4.210
C -13.082 -28.139 -8.826
C -10.664 -33.060 -14.287
C -11.020 -31.943 -12.204
C -10.834 -28.840 -9.063
C -10.121 -32.541 -13.100
C -5.724 -26.564 -15.259
C -8.369 -37.296 -10.062
C -9.666 -25.917 -7.941
C -4.066 -34.097 -14.701
C 1.100 -32.014 -7.807
C -0.089 -31.302 -7.532
C -4.572 -34.389 -6.454
C -9.585 -37.855 -10.417
C -6.299 -27.343 -2.978
H -8.286 -25.072 -12.734
H -1.798 -30.934 -14.663
H -5.304 -32.807 -5.217
H -13.964 -32.598 -13.808
H -3.209 -27.234 -4.361
H -4.619 -25.934 -2.641
H -1.068 -33.752 -4.875
H -13.976 -27.334 -10.693
H -9.274 -26.457 -5.917
H -1.891 -32.469 -16.720
H -11.722 -37.520 -10.671
H -10.693 -31.624 -11.226
H 1.953 -33.709 -8.797
H -3.269 -31.258 -12.922
H -6.934 -27.000 -2.174
H -3.295 -34.517 -16.629
H -5.915 -26.830 -8.465
H -6.450 -29.709 -5.530
H -9.636 -38.900 -10.685
H -8.114 -24.204 -14.956
H -5.530 -34.694 -6.849
H -6.877 -27.033 -12.096
H -7.948 -28.523 -3.683
H -6.924 -26.987 -6.151
H -7.356 -26.086 -10.352
H 2.026 -31.800 -7.294
H -9.662 -25.463 -10.046
H -9.951 -33.466 -14.989
H -5.135 -27.864 -13.773
H -0.324 -34.592 -9.582
H -12.072 -27.788 -12.074
H -13.851 -28.090 -8.069
H -3.492 -35.900 -7.533
H -13.114 -31.445 -11.859
H -4.733 -34.939 -14.820
H -5.064 -27.047 -15.965
H -2.101 -31.130 -7.758
H -9.902 -29.300 -8.772
H -7.508 -37.936 -9.939
H -9.222 -34.045 -10.101
H -12.318 -33.545 -15.441
H -12.027 -29.050 -7.285
H 0.002 -30.389 -6.963
H -1.391 -35.573 -6.437
H -11.431 -35.003 -10.467
*
```

Calculated values
HOMO level = -6.2 eV
HOMO-LUMO gap = 3.646 eV